1.
{
  "formula": "C3H4ClFO",
  "method": "wB97M-V/def2-TZVPD",
  "species": ["F", "C", "Cl", "C", "O", "C", "H", "H", "H", "H"],
  "positions_angstrom": [[-0.4856, -0.7522, -1.3935], [-0.0790, -0.1534, -0.2584], [1.0550, 1.1542, -0.6719], [-1.2025, 0.2820, 0.6645], [-0.7468, -0.6449, 1.6747], [0.3279, -1.1171, 0.8375], [-1.1606, 1.3007, 1.0215], [-2.2231, 0.0696, 0.3057], [1.3065, -0.9737, 1.2932], [0.2087, -2.1578, 0.4834]],
  "forces_ev_per_a": [[-0.0877, -0.2185, -0.5233], [0.1079, 0.7923, 0.0882], [0.0582, -0.2023, -0.0404], [-0.6089, -0.2204, 0.2847], [-0.0058, -0.2122, -0.0926], [0.0864, -0.4818, -0.0705], [0.1176, 0.3015, 0.0158], [0.4006, -0.1281, 0.0059], [-0.0223, 0.0426, -0.0373], [-0.0460, 0.3270, 0.3695]],
  "mulliken_charge": [-0.260, 0.946, -0.211, -0.593, -0.361, -0.551, 0.274, 0.236, 0.280, 0.241],
  "e_tot_ev": -20462.022,
  "fmax_ev_per_a": 0.80,
  "smiles": "FC1(Cl)COC1",
  "de_lowest_ev": 0.6948,
  "lumo_energy_ha": 0.034,
  "homo_lumo_gap_ev": 11.40
}

2.
{
  "formula": "C3H4ClFOS2",
  "method": "wB97M-V/def2-TZVPD",
  "species": ["C", "C", "O", "C", "S", "S", "H", "H", "H", "H", "F", "Cl"],
  "positions_angstrom": [[-1.1108, 1.7059, 0.5245], [-1.2389, 0.2106, 0.5572], [-2.1189, -0.4616, 1.0280], [0.0404, -0.5224, -0.0562], [1.2923, 0.2151, -0.7519], [-0.0801, -2.2698, 0.1255], [-0.3122, 1.9749, 1.2652], [-2.0996, 2.0998, 0.9036], [-0.9426, 2.1931, -0.4785], [-1.2448, -2.3396, 0.6936], [4.0883, -0.8003, -2.3877], [3.7268, -2.0056, -1.4232]],
  "forces_ev_per_a": [[-1.5958, 1.1780, 0.6894], [1.5459, -0.4851, -0.8768], [0.0440, 0.8742, -0.1116], [-1.1788, -0.8439, 0.5909], [-0.3005, 0.1947, 0.0875], [1.7553, 0.3150, -0.9158], [-0.5764, -0.0452, -0.8780], [1.0960, -0.2671, -0.2434], [0.2089, -0.9269, 1.1008], [-1.1580, 0.2078, 0.5684], [0.2458, 1.0670, -0.7976], [-0.0863, -1.2686, 0.7861]],
  "mulliken_charge": [-1.156, 0.677, -0.534, 0.283, -0.235, -0.157, 0.300, 0.330, 0.337, 0.171, -0.159, 0.143],
  "e_tot_ev": -42130.543,
  "fmax_ev_per_a": 2.10,
  "smiles": "CC(=O)C(=S)S.FCl",
  "lumo_energy_ha": -0.043,
  "homo_lumo_gap_ev": 7.78
}

3.
{
  "formula": "C3H4ClN3",
  "method": "wB97M-V/def2-TZVPD",
  "species": ["C", "C", "C", "N", "N", "N", "Cl", "H", "H", "H", "H"],
  "positions_angstrom": [[2.2293, -1.0126, -0.0187], [-2.0958, 0.2628, -0.5046], [1.9150, 0.1422, 0.6682], [2.4579, -1.9708, -0.6191], [-0.8073, 0.1977, 0.0566], [-0.3261, -0.2529, 1.0095], [1.6900, 1.5674, -0.2726], [-2.2312, -0.6421, -1.1052], [-2.1456, 1.1245, -1.1712], [-2.8771, 0.3008, 0.2597], [2.1908, 0.2832, 1.6974]],
  "forces_ev_per_a": [[0.3004, -0.5356, -0.3392], [-1.6577, -0.1620, -0.3905], [-0.8950, 1.0627, 0.3538], [-0.0300, -0.2808, -0.1121], [2.2568, 0.0448, 0.5382], [-0.2879, 0.0175, -0.4010], [0.2191, -0.2145, 0.1489], [0.0279, 0.1236, 0.0530], [-0.0262, -0.1064, 0.1606], [0.0404, 0.0228, -0.0403], [0.0520, 0.0279, 0.0285]],
  "mulliken_charge": [0.402, -0.671, -0.343, -0.391, 0.377, -0.418, -0.132, 0.287, 0.267, 0.286, 0.338],
  "e_tot_ev": -20164.709,
  "fmax_ev_per_a": 2.32,
  "de_lowest_ev": 3.8484,
  "lumo_energy_ha": [-0.019, -0.003],
  "homo_lumo_gap_ev": [7.62, 8.25]
}

4.
{
  "formula": "C3H4ClN3O3S",
  "method": "wB97M-V/def2-TZVPD",
  "species": ["O", "S", "O", "N", "O", "C", "N", "C", "N", "C", "Cl", "H", "H", "H", "H"],
  "positions_angstrom": [[0.2518, -2.0975, 1.2759], [0.7060, -1.0666, 0.3815], [1.9419, -0.3328, 0.6419], [0.9871, -1.8661, -1.0024], [1.9046, -1.3704, -1.9996], [-0.3966, 0.2907, 0.3277], [-0.1427, 1.5182, 0.8162], [-1.2661, 2.3026, 0.7588], [-2.2348, 1.6663, 0.1744], [-1.9411, 0.4410, -0.0529], [-2.9564, -0.7481, -0.5506], [0.8066, -2.8182, -1.2170], [2.6187, -1.0775, -1.4505], [0.8697, 1.8384, 0.8851], [-1.1487, 3.3200, 1.0116]],
  "forces_ev_per_a": [[-0.2624, 0.6629, -0.6345], [1.7504, 0.3255, 1.2448], [-0.5912, -0.5658, -0.2345], [0.6154, 1.3313, -1.5926], [-1.8844, -0.2512, 0.7727], [-5.5845, -0.9834, -1.8341], [1.9821, 0.8528, -0.1278], [2.7681, -0.9810, -0.6229], [-2.8490, 1.7452, 0.5611], [6.9637, -1.1251, 1.4822], [-0.9978, -1.1432, -0.6797], [-0.6130, -0.6682, 0.5795], [1.1526, 0.4150, 0.5142], [-1.9739, -0.4925, 0.3913], [-0.4761, 0.8777, 0.1803]],
  "mulliken_charge": [-0.623, 1.291, -0.751, -0.196, -0.389, -0.174, -0.062, -0.277, -0.539, 0.560, -0.167, 0.242, 0.351, 0.314, 0.420],
  "e_tot_ev": -37142.423,
  "fmax_ev_per_a": 7.21,
  "smiles": "O=S(=O)(NO)c1[nH]cnc1Cl",
  "de_lowest_ev": 1.0000,
  "lumo_energy_ha": 0.014,
  "homo_lumo_gap_ev": 9.20
}

5.
{
  "formula": "C3H4ClNO",
  "method": "wB97M-V/def2-TZVPD",
  "species": ["C", "N", "O", "H", "H", "H", "C", "C", "Cl", "H"],
  "positions_angstrom": [[-1.3763, 1.5062, 0.0038], [-0.2350, 0.8787, -0.1259], [0.6380, 1.0844, -1.0329], [-1.9013, 1.2638, 0.8402], [-1.6566, 2.4186, -0.3665], [0.0493, 0.3337, 0.7007], [0.4114, -2.1572, 0.0439], [1.5170, -1.7144, -0.2150], [3.0494, -1.3106, -0.3756], [-0.4959, -2.3034, 0.5274]],
  "forces_ev_per_a": [[2.1944, -1.5746, 0.3400], [0.0486, 2.2829, -0.8421], [-0.6345, -0.4921, 0.9503], [-1.3496, -1.0927, 2.3132], [-0.1402, 1.6954, -2.1603], [-0.1459, -0.6560, -0.6432], [2.6894, 1.2728, -0.4426], [-3.0296, -1.4614, 0.8628], [1.5013, 0.4952, -0.4848], [-1.1339, -0.4695, 0.1067]],
  "mulliken_charge": [-0.471, 0.170, -0.548, 0.259, 0.298, 0.279, -0.229, 0.012, -0.146, 0.378],
  "e_tot_ev": -19230.233,
  "fmax_ev_per_a": 3.47,
  "smiles": "C=[NH+][O-].C#CCl",
  "de_lowest_ev": 5.5416,
  "lumo_energy_ha": [0.023, 0.023],
  "homo_lumo_gap_ev": [9.66, 9.66]
}

6.
{
  "formula": "C3H4ClNO",
  "method": "wB97M-V/def2-TZVPD",
  "species": ["C", "C", "C", "N", "O", "Cl", "H", "H", "H", "H"],
  "positions_angstrom": [[0.2647, 0.2725, 0.2936], [-0.6297, 1.1187, 0.2754], [1.7584, -0.0159, 0.2365], [-2.4028, -0.9617, -0.4437], [-1.7388, 1.5007, 0.2851], [-0.8874, -1.3349, -0.0808], [2.2233, 0.8661, -0.2393], [2.0859, 0.0085, 1.2794], [1.7575, -0.9415, -0.2649], [-2.4310, -0.5125, -1.3414]],
  "forces_ev_per_a": [[3.8651, -2.9249, -0.2062], [-3.7083, 2.2999, 0.4961], [-2.1666, 2.5931, 1.2879], [-0.1980, -0.1030, 1.4220], [-0.0700, 0.8877, -0.2677], [0.1418, -0.0111, -0.5568], [0.0908, -0.9136, -0.3163], [0.4174, -0.7362, -0.2889], [1.2120, -1.0923, -0.6352], [0.4158, 0.0004, -0.9348]],
  "mulliken_charge": [-0.103, 0.644, -0.948, -0.531, -0.387, 0.199, 0.261, 0.264, 0.357, 0.243],
  "e_tot_ev": -19229.910,
  "fmax_ev_per_a": 4.85,
  "de_lowest_ev": 5.8650,
  "lumo_energy_ha": -0.022,
  "homo_lumo_gap_ev": 8.31
}

7.
{
  "formula": "C3H4ClNO2S",
  "method": "wB97M-V/def2-TZVPD",
  "species": ["C", "C", "C", "N", "O", "O", "S", "Cl", "H", "H", "H", "H"],
  "positions_angstrom": [[1.9014, -1.2579, 0.6312], [-0.9987, 0.0832, -0.5205], [2.6204, -0.1050, 0.8713], [1.2634, -2.1966, 0.4186], [-0.4179, 1.4201, 1.7486], [0.4663, 2.3343, -0.3820], [0.1520, 1.1912, 0.4439], [3.6437, 0.5397, -0.3284], [-1.9920, 0.2505, -0.1224], [-0.9174, 0.3728, -1.5607], [-0.6894, -0.9443, -0.3663], [2.7339, 0.2715, 1.8741]],
  "forces_ev_per_a": [[-0.1413, -0.7947, -0.1782], [0.5745, 0.2578, 0.3423], [-0.0986, 1.0689, -0.1636], [-0.0762, -0.2040, -0.0129], [-0.0478, -0.3401, 0.3081], [0.1982, -0.1078, -0.2643], [-0.3350, 0.0272, -0.4006], [-0.1512, -0.1198, 0.1884], [-0.0597, 0.1421, 0.1373], [0.0964, 0.0749, -0.0489], [0.0331, -0.0700, 0.0519], [0.0075, 0.0655, 0.0407]],
  "mulliken_charge": [0.568, -0.773, -0.459, -0.452, -0.544, -0.539, 0.947, -0.062, 0.307, 0.302, 0.297, 0.409],
  "e_tot_ev": -32115.127,
  "fmax_ev_per_a": 1.09,
  "de_lowest_ev": 2.1743,
  "lumo_energy_ha": [-0.070, -0.071],
  "homo_lumo_gap_ev": [7.53, 7.62]
}

8.
{
  "formula": "C3H4ClNO2S",
  "method": "wB97M-V/def2-TZVPD",
  "species": ["C", "C", "C", "N", "O", "O", "S", "Cl", "H", "H", "H", "H"],
  "positions_angstrom": [[1.9060, -0.5532, 0.6228], [-0.8945, 1.5421, 0.8723], [-1.3543, 0.1546, -1.2056], [-0.8111, 1.1583, -0.2557], [-0.6933, 1.9718, 1.9260], [-0.0427, -2.0734, 0.4399], [1.3718, -2.1563, 0.7678], [3.5968, -0.1867, 0.4821], [1.2890, 0.3199, 0.5640], [-0.9547, 0.4743, -2.1674], [-1.0177, -0.8303, -0.8561], [-2.3951, 0.1790, -1.1900]],
  "forces_ev_per_a": [[1.3788, -2.5023, 0.3439], [0.7674, -0.7295, -1.4030], [2.1745, 0.7505, 1.0283], [-0.8002, -0.5669, -0.8372], [-0.3443, 0.7681, 1.8097], [-1.6358, -1.0185, 0.3405], [1.5604, 3.5902, -0.6427], [-0.4750, -0.2383, 0.3262], [-0.6377, -0.0260, -0.2143], [-0.1944, -0.5273, -0.0558], [0.0114, 0.3335, -0.5549], [-1.8051, 0.1666, -0.1407]],
  "mulliken_charge": [0.060, 0.692, -0.533, -0.407, -0.455, -0.526, 0.332, -0.151, 0.177, 0.218, 0.246, 0.346],
  "e_tot_ev": -32116.346,
  "fmax_ev_per_a": 3.97,
  "de_lowest_ev": 0.9554,
  "lumo_energy_ha": [-0.037, -0.037],
  "homo_lumo_gap_ev": [8.38, 8.38]
}

9.
{
  "formula": "C3H4ClNO2S",
  "method": "wB97M-V/def2-TZVPD",
  "species": ["C", "C", "C", "N", "O", "O", "S", "Cl", "H", "H", "H", "H"],
  "positions_angstrom": [[-0.6986, -1.4265, 0.6420], [-1.0447, 0.0441, 0.3809], [0.3731, 0.2479, 0.0801], [0.5986, -1.1276, 0.4667], [1.6909, -1.6961, 0.5886], [2.1467, 1.1096, -1.7073], [0.7893, 0.7098, -1.6983], [-0.3530, 2.5138, -1.6491], [-1.1581, -2.2217, 1.1877], [-1.8105, 0.4681, -0.4197], [-1.5056, 0.4281, 1.2586], [0.9718, 0.9505, 0.8697]],
  "forces_ev_per_a": [[1.4763, 1.9751, -0.7369], [-4.3882, -0.0786, -1.6472], [2.5443, 3.2901, 1.9219], [-0.4213, -1.9702, -0.2238], [-0.1238, -0.1874, 0.0915], [2.2011, 0.4091, -0.1037], [-2.1583, -0.4223, 0.8450], [0.1172, -0.4321, 0.1220], [0.0495, -0.5345, -0.0751], [1.5480, -1.6278, 1.0409], [0.3724, 0.9883, 1.0629], [-1.2172, -1.4096, -2.2975]],
  "mulliken_charge": [-0.285, -0.549, -0.070, 0.506, -0.653, -0.429, 0.508, -0.230, 0.391, 0.253, 0.255, 0.303],
  "e_tot_ev": -32113.967,
  "fmax_ev_per_a": 4.69,
  "de_lowest_ev": 3.3339,
  "lumo_energy_ha": [-0.017, -0.017],
  "homo_lumo_gap_ev": [8.76, 8.76]
}

10.
{
  "formula": "C3H4ClNO4S",
  "method": "wB97M-V/def2-TZVPD",
  "species": ["C", "C", "C", "N", "O", "O", "O", "O", "S", "Cl", "H", "H", "H", "H"],
  "positions_angstrom": [[0.0011, 1.3867, 0.1804], [-1.4454, 0.8947, 0.0459], [-1.2089, -0.5336, 0.2973], [0.6786, 0.2765, 0.6567], [0.4793, 2.4595, -0.0366], [1.9676, -0.1912, -1.5495], [1.5503, -1.8998, 0.0873], [-1.1627, -1.2995, -0.7942], [1.8052, -0.5063, -0.1775], [3.3068, 0.1910, 0.9029], [-2.1096, 1.4150, 0.6667], [-1.6861, 0.9306, -1.0227], [-1.3507, -1.0079, 1.1997], [-0.8255, -2.1156, -0.4564]],
  "forces_ev_per_a": [[0.3856, 0.8300, 0.0164], [0.9891, 0.0083, -1.5931], [2.1529, 1.0703, -2.0767], [-2.5708, -1.7649, -0.7030], [-0.4585, -0.0110, -0.2167], [0.2142, 0.9718, -0.3171], [0.5337, 0.2181, 0.4724], [-0.4428, 1.4349, 1.1761], [-1.1225, -1.1957, 0.4707], [1.4444, -0.1419, 0.0859], [-1.1487, 0.5748, 0.7496], [-0.3280, 0.5689, 0.2023], [-0.2159, -0.9384, 1.9968], [0.5671, -1.6255, -0.2636]],
  "mulliken_charge": [0.391, -0.507, 0.079, -0.280, -0.527, -0.516, -0.581, -0.405, 1.101, -0.178, 0.336, 0.235, 0.464, 0.388],
  "e_tot_ev": -36210.960,
  "fmax_ev_per_a": 3.20,
  "de_lowest_ev": 0.7324,
  "lumo_energy_ha": -0.022,
  "homo_lumo_gap_ev": 9.64
}

- Which formula does entry 7 have?
  C3H4ClNO2S